Entry from OMol25: a structure of composition C32H50IrN11O2S3 (ωB97M-V/def2-TZVPD).

The geometry in XYZ format:
```
99
Properties=species:S:1:pos:R:3:forces:R:3:lowdin_spin:R:1
Ir -0.88412 -0.84270 0.24108 -0.040 -0.032 0.336 2.746
N -1.48816 1.06684 1.34522 0.035 -0.064 -0.058 0.163
C -1.99822 2.04851 0.37570 -0.043 -0.009 0.063 0.012
C -2.21037 3.44584 0.96724 -0.021 0.047 -0.024 0.007
C -1.01587 4.10848 1.68347 -0.043 -0.048 0.065 0.001
C -0.32074 5.22259 0.90619 -0.033 0.019 0.041 0.000
N 0.35383 4.75308 -0.29803 0.109 -0.064 -0.061 0.000
C 1.44710 3.99123 -0.26255 -0.128 0.020 0.002 0.000
N 1.73244 3.21850 -1.30904 -0.096 -0.082 -0.034 0.000
N 2.27608 4.02115 0.78126 0.132 0.100 -0.003 0.000
C -1.09572 1.98879 -0.86080 -0.110 0.250 -0.089 0.012
O -1.13163 2.90762 -1.68740 0.104 -0.050 0.093 0.012
O -0.33064 0.97546 -0.94903 0.109 -0.181 -0.044 0.140
H -2.16921 0.82818 2.05772 -0.029 0.077 -0.005 0.003
H -0.59855 1.35369 1.75492 -0.004 -0.014 0.050 0.007
H -2.97871 1.69082 0.04243 0.023 -0.030 -0.011 0.000
H -3.03493 3.35464 1.67662 -0.001 0.028 0.007 0.000
H -2.57686 4.08651 0.16226 0.006 -0.001 0.003 0.001
H -0.26555 3.36720 1.98096 -0.002 0.002 0.002 0.001
H -1.37071 4.55751 2.61324 0.004 -0.031 0.017 0.000
H 0.38920 5.74929 1.54653 -0.015 0.018 -0.021 0.000
H -1.04596 5.97107 0.58814 0.022 -0.002 -0.015 0.000
H -0.26785 4.52195 -1.06933 -0.025 -0.003 -0.037 0.000
H 0.94708 2.91130 -1.88112 0.025 0.030 -0.017 0.000
H 2.52699 2.60315 -1.25411 0.003 0.016 0.011 0.000
H 2.12884 4.67096 1.53098 -0.022 -0.026 0.031 0.000
H 2.89746 3.23973 0.93271 -0.047 -0.014 0.001 0.000
S -5.52172 -0.38757 0.53528 -0.008 0.087 -0.053 0.063
C -4.02804 -0.93503 0.74809 -0.053 -0.087 0.137 0.038
N -2.92797 -1.34134 0.89961 0.200 0.024 -0.147 0.128
C -0.34464 -4.18831 0.19874 0.007 0.006 0.035 0.025
C -0.02578 -3.56365 1.54360 -0.007 -0.029 -0.095 0.120
C -0.66625 -4.31344 2.68775 0.027 0.000 0.004 0.015
C 0.06604 -2.07079 1.60956 0.050 0.019 0.021 0.320
C 1.36768 -2.91554 1.71144 0.002 0.033 0.006 0.111
C 1.99602 -2.89890 3.04549 -0.027 -0.005 0.008 0.198
C 3.34189 -2.81229 3.20926 0.012 -0.031 -0.008 0.018
C 4.21522 -2.76434 2.10107 0.011 0.002 0.007 0.291
C 3.67281 -2.86580 0.80707 0.002 -0.023 -0.007 0.013
C 2.32854 -2.96115 0.60095 -0.003 0.021 -0.009 0.219
H -1.42762 -4.30694 0.11222 -0.003 0.004 -0.009 0.002
H 0.11322 -5.17521 0.10707 -0.001 -0.002 -0.004 0.002
H -0.00241 -3.57489 -0.63735 -0.005 -0.020 0.017 0.009
H -1.74738 -4.33748 2.53767 -0.003 -0.009 0.001 0.002
H -0.48016 -3.85371 3.65579 -0.005 0.003 -0.001 0.001
H -0.30433 -5.34308 2.72416 -0.005 -0.003 0.007 0.004
H -0.18257 -1.64983 2.58756 -0.044 0.013 0.008 0.035
H 1.35665 -2.95695 3.91660 0.004 0.028 0.002 0.012
H 3.75404 -2.80293 4.21135 -0.002 0.005 0.002 -0.005
H 5.28566 -2.71817 2.24908 -0.003 0.000 -0.002 0.017
H 4.33751 -2.90412 -0.04874 0.000 0.004 -0.002 -0.005
H 1.95782 -3.08208 -0.40357 -0.009 0.036 0.000 0.011
S 3.68673 -0.25496 -2.46273 -0.032 -0.015 0.017 -0.001
C 2.23809 -0.43373 -1.52838 0.040 -0.026 -0.032 0.010
N 1.37016 -1.27287 -1.97021 -0.056 -0.044 -0.137 0.036
C 1.81932 -1.86927 -3.14251 0.101 0.019 -0.005 0.002
C 1.13389 -2.84580 -3.86705 -0.038 0.010 0.020 0.001
C 1.70678 -3.34495 -5.01701 -0.006 0.001 0.003 0.000
C 2.95555 -2.88684 -5.45531 0.022 0.015 0.003 0.001
C 3.65256 -1.92920 -4.74685 0.000 -0.008 -0.018 0.000
C 3.07308 -1.42772 -3.58437 -0.004 -0.016 0.000 0.002
H 2.11343 0.13149 -0.61469 -0.023 0.032 0.048 0.005
H 0.17350 -3.20312 -3.51434 0.008 -0.011 -0.023 0.000
H 1.19009 -4.10271 -5.59029 -0.006 0.000 0.005 0.000
H 3.38360 -3.29343 -6.36138 -0.001 -0.001 -0.001 0.000
H 4.61906 -1.58235 -5.08625 0.002 -0.001 0.003 0.000
C -4.62773 0.16156 -3.54381 0.008 -0.009 -0.003 0.001
C -3.46710 -0.81822 -3.41196 0.052 0.037 -0.034 0.007
C -4.00198 -2.24996 -3.32492 -0.008 0.014 -0.026 0.001
C -2.50565 -0.66293 -4.58455 -0.003 0.009 0.002 0.001
N -2.77140 -0.40968 -2.16781 -0.044 -0.031 0.114 0.015
N -1.66210 -1.23665 -1.81459 -0.015 0.038 -0.155 0.137
H -5.18106 -0.03226 -4.46268 -0.006 -0.005 0.002 0.000
H -4.25482 1.18581 -3.56753 -0.002 0.002 -0.003 0.000
H -5.31704 0.05914 -2.70291 0.002 0.011 0.008 0.000
H -4.59898 -2.47905 -4.20811 0.000 -0.007 0.003 0.000
H -4.63859 -2.37096 -2.44546 -0.003 -0.005 0.004 0.000
H -3.20387 -2.99730 -3.29013 0.000 0.000 0.005 0.000
H -3.02355 -0.86863 -5.52136 -0.003 0.002 -0.003 0.000
H -1.66606 -1.36010 -4.52172 0.012 -0.008 -0.005 0.001
H -2.11208 0.35389 -4.61953 0.004 0.001 0.004 0.000
H -3.43768 -0.47594 -1.40401 -0.030 -0.041 -0.021 0.001
H -0.86550 -0.96559 -2.38501 0.027 -0.029 0.007 0.003
H -1.85503 -2.22973 -1.95400 -0.007 0.009 0.022 0.007
C 5.32282 1.97137 0.38340 0.075 0.002 -0.009 0.000
C 5.15849 0.87948 1.43550 -0.006 -0.037 -0.054 0.002
C 3.81933 0.91031 2.10485 -0.019 -0.045 0.050 0.001
N 2.70375 1.08759 1.48303 0.000 0.062 -0.102 0.000
N 1.59509 1.00675 2.29046 -0.058 0.142 0.102 0.005
C 1.91333 0.78039 3.53052 0.034 -0.134 -0.013 0.002
N 0.99301 0.67635 4.53669 0.046 -0.015 -0.012 0.002
S 3.61762 0.65525 3.80730 -0.070 0.007 -0.025 0.001
H 6.30672 1.90710 -0.07924 -0.011 -0.011 -0.002 0.000
H 5.23317 2.96647 0.82298 -0.013 0.004 0.001 0.000
H 4.58344 1.86710 -0.41196 -0.015 -0.006 0.015 0.000
H 5.94368 0.95414 2.18854 -0.009 0.022 0.002 0.000
H 5.26324 -0.10587 0.97245 0.025 -0.004 0.018 0.002
H 0.06957 0.40256 4.23806 -0.007 0.039 0.008 0.000
H 1.29263 0.22398 5.38480 -0.010 0.000 -0.001 0.000
```
Positions in Å, forces in eV/Å.

Summary:
Net charge   +1
Multiplicity   6
Energy above the lowest of the compared OMol25 structures with the same formula, charge and spin   0.5 kJ/mol
Kohn-Sham gap (spin up / spin down)   6.61 / 6.61 eV
E_tot   -89818.511 eV